No. 1
A structure of composition C47H42EuN3O2P2Te at a distorted geometry, computed with the ωB97M-V functional and the def2-TZVPD basis.

CARTESIAN COORDINATES (ANGSTROEM)
Eu  1.145  -1.316  -0.090
Te  1.926  -3.226  -2.286
P  -0.737  1.115  0.066
P  -2.495  -1.047  -0.731
O  2.698  0.154  0.099
O  0.402  -2.774  1.390
N  1.390  -0.761  2.399
N  -2.240  0.619  -0.398
N  0.744  -1.614  3.383
C  -2.644  -1.961  -4.663
C  -4.502  -2.160  2.517
C  -1.030  2.423  4.487
C  -2.447  -1.959  -3.305
C  4.778  2.909  1.158
C  -0.224  2.386  -1.071
C  -3.612  -2.024  1.486
C  -3.071  -1.026  -2.477
C  -1.026  1.849  1.764
C  4.930  2.327  -3.467
C  4.205  1.070  -3.316
C  0.711  -0.283  -3.824
C  -6.200  -1.214  1.171
C  -5.815  -1.812  2.352
C  -1.298  -4.608  2.741
C  -2.460  -5.072  4.784
C  -0.666  -3.558  3.411
C  -2.176  -5.403  3.484
C  0.231  -2.595  2.695
C  1.444  4.012  -1.657
C  2.102  -0.213  -3.353
C  -0.675  3.905  -2.819
C  -3.221  -0.866  -5.241
C  -3.852  0.111  -4.410
C  -5.285  -1.082  0.156
C  4.881  -0.041  -2.837
C  -3.982  -1.359  0.355
C  -3.779  0.067  -3.060
C  0.502  4.529  -2.560
C  3.322  1.013  0.892
C  -0.195  3.132  3.556
C  -1.024  -3.304  4.748
C  2.851  0.914  -3.574
C  -0.129  2.752  2.249
C  2.302  0.014  2.960
C  5.134  -2.354  -2.153
C  1.035  2.892  -0.908
C  3.659  2.016  3.107
C  4.309  1.941  0.337
C  4.450  2.981  2.540
C  2.830  -1.320  -2.770
C  -1.839  1.415  4.005
C  3.076  0.984  2.265
C  -1.894  1.174  2.620
C  -1.080  2.813  -2.113
C  -1.897  -4.033  5.480
C  4.205  -1.179  -2.537
H  -2.100  2.437  -2.223
H  0.503  3.293  1.609
H  5.393  3.668  0.727
H  5.082  2.836  -2.537
H  5.856  2.246  -4.172
H  -2.681  -6.154  2.972
H  0.456  3.881  4.033
H  -1.188  4.283  -3.675
H  -2.976  1.327  -0.275
H  4.784  3.942  3.030
H  0.406  0.711  -4.207
H  1.744  2.529  -0.181
H  4.232  2.960  -3.977
H  6.177  -1.996  -2.129
H  4.856  -2.786  -1.149
H  -1.720  -2.690  -2.940
H  -1.244  -4.670  1.677
H  3.275  2.171  4.075
H  -2.634  0.434  2.233
H  -0.946  2.747  5.578
H  0.664  5.396  -3.127
H  -3.186  -5.667  5.323
H  2.379  4.494  -1.549
H  -4.205  0.788  -2.401
H  -5.759  -0.684  -0.764
H  -2.516  0.849  4.688
H  -2.192  -2.738  -5.280
H  -4.272  -2.674  3.431
H  5.889  0.058  -2.451
H  2.399  -0.140  4.076
H  4.390  1.873  -0.771
H  -6.489  -1.902  3.212
H  -3.338  -0.781  -6.312
H  -2.609  -2.326  1.671
H  -0.509  -2.369  5.054
H  -4.352  0.868  -4.964
H  0.642  -1.014  -4.640
H  0.031  -0.618  -3.015
H  5.042  -3.100  -2.905
H  -2.240  -3.715  6.473
H  2.423  1.694  -4.208
H  -7.229  -0.816  0.955

The orbital gap (spin up / spin down) is 6.50 / 7.17 eV. The value obtained for the energy relative to the best compared isomer or geometry (same formula, charge and spin) is 0.0 kcal per mole. Its expectation value of S² is 12.014. As for the multiplicity: 7.

No. 2
A structure of composition C47H43N8O2PTi, computed with the ωB97M-V functional and the def2-TZVPD basis.

CARTESIAN COORDINATES (ANGSTROEM)
Ti  0.637  0.465  0.773
P  0.685  0.203  -1.838
O  0.771  -1.378  0.827
O  -2.973  -2.954  -2.375
N  0.673  0.704  2.908
N  2.842  1.007  1.224
N  0.987  2.614  0.193
N  1.808  1.187  4.744
N  -1.015  0.095  -1.967
N  2.419  4.108  -0.604
N  -0.908  -3.450  -0.926
N  -1.442  0.718  0.265
C  0.787  5.978  -1.095
C  0.276  3.778  -0.137
C  3.322  1.873  0.131
C  2.542  -3.560  -3.674
C  -3.629  1.455  0.933
C  0.621  0.601  5.175
C  2.387  1.443  -3.651
C  -4.393  -2.091  0.896
C  -2.013  -2.880  -0.242
C  0.889  -3.768  0.750
C  -2.317  1.170  1.196
C  -3.147  -2.702  -1.055
C  0.145  0.301  6.446
C  -1.757  -0.732  5.338
C  0.846  -1.853  -3.736
C  2.806  2.505  -4.440
C  -1.477  5.331  -0.508
C  1.992  -4.953  2.545
C  1.426  -2.988  -4.281
C  1.172  4.719  -0.647
C  3.067  -3.005  -2.516
C  -0.559  6.266  -1.015
C  1.380  -4.957  1.309
C  2.246  2.876  -0.109
C  2.008  3.633  -4.568
C  -1.061  -0.365  6.502
C  -4.146  -3.099  -3.195
C  -0.075  0.276  4.011
C  1.116  -2.541  1.408
C  0.786  3.703  -3.909
C  -3.268  -2.255  1.691
C  1.752  -2.552  2.649
C  -4.079  1.293  -0.380
C  0.369  2.651  -3.108
C  -4.343  -2.311  -0.472
C  1.787  1.216  3.405
C  -2.068  -2.656  1.125
C  1.356  -1.303  -2.558
C  1.168  1.515  -2.975
C  0.243  -3.885  -0.546
C  -1.886  0.552  -0.993
C  -1.083  4.086  -0.063
C  -3.210  0.847  -1.345
C  2.905  1.697  2.540
C  -1.278  -0.426  4.081
C  2.464  -1.887  -1.951
C  2.168  -3.746  3.211
H  1.032  -3.411  -5.196
H  2.863  -1.474  -1.030
H  0.687  0.564  7.344
H  -1.904  1.321  2.185
H  -4.670  -2.147  -3.282
H  1.910  -1.617  3.168
H  -0.917  7.232  -1.343
H  -3.787  -3.410  -4.170
H  -1.433  0.028  -2.886
H  0.155  4.575  -4.023
H  -1.807  -0.733  3.188
H  -5.103  1.528  -0.641
H  -4.277  1.816  1.718
H  -3.528  0.731  -2.372
H  -3.336  -2.109  2.760
H  -2.522  5.605  -0.456
H  3.941  -3.442  -2.052
H  0.764  -4.457  -1.308
H  2.336  -5.877  2.984
H  2.651  -3.736  4.180
H  3.465  1.256  -0.761
H  3.745  2.440  -4.974
H  -1.809  3.394  0.331
H  3.002  0.552  -3.585
H  1.246  -5.889  0.775
H  -2.688  -1.272  5.438
H  0.008  -1.393  -4.246
H  3.293  4.507  -0.911
H  4.277  2.355  0.361
H  2.328  4.450  -5.201
H  2.806  2.772  2.375
H  -5.234  -2.195  -1.072
H  -1.160  -3.645  -1.896
H  3.427  0.177  1.263
H  -1.478  -0.626  7.465
H  1.501  6.690  -1.484
H  -4.804  -3.861  -2.780
H  -0.589  2.719  -2.606
H  3.009  -4.429  -4.117
H  -5.332  -1.803  1.349
H  -1.207  -2.829  1.753
H  3.868  1.530  3.028
H  2.548  1.544  5.330

The orbital gap (spin up / spin down) is 7.75 / 7.78 eV. The value obtained for the energy relative to the best compared isomer or geometry (same formula, charge and spin) is 0.0 kcal per mole. Its expectation value of S² is 0.753. As for the multiplicity: 2. The charge is +3.

No. 3
A cluster of 6 separate species, C47H44FN5O14 in total at a distorted geometry, computed with the ωB97M-V functional and the def2-TZVPD basis.

CARTESIAN COORDINATES (ANGSTROEM)
F  0.846  -0.079  -1.728
O  -1.589  -6.359  1.389
O  -2.838  -0.073  0.472
O  1.549  3.216  -5.485
O  -1.572  3.153  4.130
O  -0.351  -4.166  -3.942
O  2.888  2.576  3.331
O  -2.874  -7.945  0.696
O  0.767  3.163  4.072
O  5.789  -2.771  -1.333
O  -3.906  9.293  6.989
O  0.414  -5.288  -5.622
O  -4.755  7.837  5.644
O  1.877  3.927  -3.475
O  6.062  -2.895  -3.475
N  1.197  3.808  -4.482
N  6.103  -2.296  -2.413
N  -2.555  -7.093  1.504
N  -3.820  8.325  6.254
N  0.527  -4.792  -4.515
C  -0.557  5.137  -3.370
C  -3.505  -2.501  -3.081
C  7.044  1.136  -1.275
C  -1.145  -0.546  2.284
C  7.291  1.016  -3.669
C  7.367  1.739  -2.484
C  1.803  -4.956  -3.814
C  1.745  1.020  -1.798
C  -3.772  -1.774  -1.846
C  -2.625  5.618  -4.501
C  1.707  2.586  3.194
C  1.945  -4.433  -2.535
C  -2.359  6.609  5.251
C  -0.947  4.291  -5.601
C  1.538  2.056  -0.610
C  -3.897  -5.784  4.737
C  -5.003  -6.606  4.919
C  -2.184  -4.167  -1.665
C  0.958  1.973  1.959
C  -2.452  -3.428  -0.413
C  -2.674  -3.714  -2.971
C  -1.481  1.755  1.246
C  -5.299  -7.597  3.991
C  -0.134  4.423  -4.483
C  -3.255  -2.221  -0.536
C  -0.178  7.600  6.671
C  -1.419  8.207  6.804
C  -3.086  -5.947  3.622
C  2.843  -5.639  -4.430
C  4.190  -5.294  -2.466
C  -0.364  2.184  2.239
C  -4.494  -7.764  2.872
C  6.635  -0.190  -1.247
C  -2.197  4.893  -5.606
C  6.555  -0.902  -2.436
C  1.687  1.304  0.772
C  -0.534  2.902  3.605
C  6.886  -0.311  -3.649
C  -2.502  7.702  6.096
C  -0.027  6.501  5.832
C  -1.808  5.738  -3.383
C  -3.611  -1.266  0.669
C  3.145  -4.607  -1.861
C  -1.115  6.009  5.121
C  4.042  -5.805  -3.749
C  -2.249  0.411  1.674
C  -3.396  -6.934  2.695
H  -0.621  3.731  -6.468
H  -0.956  1.478  0.285
H  0.073  5.237  -2.494
H  -2.194  2.576  0.969
H  -1.526  9.062  7.459
H  -0.197  -0.566  1.697
H  7.545  1.490  -4.610
H  -3.669  -5.013  5.463
H  -3.474  -1.757  1.664
H  4.861  -6.337  -4.218
H  2.736  -6.043  -5.428
H  7.678  2.777  -2.504
H  1.439  0.222  0.620
H  3.266  -4.209  -0.861
H  -4.734  -8.537  2.154
H  -2.049  -3.765  0.566
H  -2.839  4.799  -6.474
H  -6.160  -8.237  4.138
H  0.532  2.520  -0.777
H  -0.981  -0.228  3.356
H  0.673  7.981  7.223
H  6.383  -0.650  -0.300
H  2.784  0.584  -1.806
H  -1.559  -5.096  -1.680
H  -3.916  -2.102  -4.033
H  2.361  2.818  -0.731
H  -3.201  6.217  4.695
H  7.107  1.702  -0.353
H  0.942  6.025  5.734
H  5.123  -5.431  -1.934
H  -5.638  -6.472  5.787
H  1.586  1.494  -2.803
H  -1.493  -1.618  2.354
H  1.137  -3.895  -2.055
H  -0.992  5.156  4.468
H  -2.989  0.715  2.466
H  6.830  -0.865  -4.576
H  -4.383  -0.836  -1.900
H  -4.721  -1.069  0.562
H  -3.599  6.093  -4.510
H  2.788  1.328  1.027
H  -2.227  -5.303  3.489
H  -2.145  6.303  -2.523
H  -2.453  -4.244  -3.921

The orbital gap is 7.58 eV. Its SMILES is C[C@@H](CC1=C(CCCF)C(=O)OC1=O)OCc1ccccc1.O=[N+]([O-])c1ccccc1.O=[N+]([O-])c1ccccc1.O=[N+]([O-])c1ccccc1.O=[N+]([O-])c1ccccc1.O=[N+]([O-])c1ccccc1. As for the multiplicity: 1.

No. 4
A structure of composition C47H44FN6O3P2Pd at a distorted geometry, computed with the ωB97M-V functional and the def2-TZVPD basis.

CARTESIAN COORDINATES (ANGSTROEM)
Pd  -0.172  1.142  -2.485
P  2.737  2.222  -3.095
P  1.665  0.663  -1.031
F  0.161  -4.251  3.892
O  -4.229  1.310  -1.830
O  -2.238  0.350  -2.327
O  -0.678  0.472  -0.108
N  0.312  6.179  -3.733
N  -2.888  -2.958  7.518
N  -1.934  -3.284  5.293
N  -4.006  -0.603  1.896
N  -0.993  2.933  -1.407
N  -4.047  4.995  -4.121
C  0.110  -1.660  -0.860
C  4.029  2.929  -4.167
C  2.577  3.375  -0.617
C  -0.997  1.153  -5.574
C  3.214  -0.319  -0.912
C  -0.320  -3.304  1.825
C  6.159  4.061  -4.309
C  -0.638  5.599  -3.412
C  6.075  4.043  -5.696
C  5.635  -0.365  -0.839
C  4.450  0.329  -1.008
C  3.963  2.892  -5.557
C  -2.741  -1.924  3.496
C  -3.709  -3.983  6.790
C  4.982  3.457  -6.317
C  3.208  -1.696  -0.663
C  0.575  2.834  -4.818
C  4.401  -2.393  -0.510
C  2.181  3.656  -2.073
C  -1.138  -3.065  0.797
C  5.614  -1.733  -0.600
C  -1.382  3.742  -2.160
C  -2.786  -1.058  2.413
C  -2.932  -4.327  5.495
C  0.467  -0.411  -0.017
C  -3.013  0.287  -0.097
C  -3.022  4.899  -3.602
C  -0.244  0.149  -5.024
C  -0.841  -3.443  6.243
C  1.842  2.165  0.000
C  -0.707  -3.430  3.208
C  -0.652  -2.707  -0.546
C  0.770  -0.543  1.454
C  -1.718  -2.866  3.917
C  -5.804  -2.309  2.181
C  1.312  1.834  -4.150
C  0.935  0.458  -4.303
C  -1.733  4.779  -3.002
C  -5.281  -0.928  2.556
C  -1.472  -3.438  7.666
C  -4.088  0.002  0.677
C  -3.195  0.727  -1.549
C  -1.779  0.034  0.509
C  -0.566  2.493  -5.502
C  5.143  3.501  -3.549
C  -1.635  -0.578  1.732
C  -0.275  -0.604  2.282
H  4.374  -3.460  -0.322
H  0.879  3.873  -4.751
H  -0.148  -2.613  6.124
H  -0.949  -2.779  8.353
H  -3.846  -4.841  7.442
H  2.353  4.253  -0.011
H  3.655  3.220  -0.542
H  -2.216  -3.140  0.928
H  -2.835  -2.167  6.864
H  1.798  -0.539  1.803
H  -3.634  -1.982  4.109
H  0.752  -3.376  1.643
H  -1.928  0.914  -6.070
H  1.104  3.738  -2.147
H  -0.556  -0.879  -5.132
H  2.281  -2.241  -0.581
H  5.216  3.524  -2.464
H  -5.980  -2.363  1.104
H  -5.155  -0.818  3.630
H  -1.160  3.273  -5.965
H  -6.751  -2.505  2.689
H  6.542  -2.281  -0.489
H  7.015  4.511  -3.820
H  6.864  4.487  -6.292
H  4.915  3.441  -7.398
H  6.578  0.164  -0.905
H  -3.306  -2.676  8.399
H  4.494  1.388  -1.214
H  3.120  2.431  -6.057
H  2.322  1.849  0.925
H  -1.515  -4.435  8.097
H  -5.091  -3.091  2.446
H  -5.081  0.239  0.311
H  -2.463  -5.314  5.585
H  -0.987  -3.333  -1.371
H  0.344  -1.549  -1.910
H  -4.677  -3.533  6.586
H  -0.143  -0.672  3.357
H  0.809  2.440  0.212
H  -3.615  -4.363  4.652
H  2.614  4.580  -2.446
H  -0.283  -4.368  6.119
H  -5.992  -0.168  2.247
H  1.615  -0.328  -4.010

The orbital gap (spin up / spin down) is 4.83 / 4.91 eV. The value obtained for the energy relative to the best compared isomer or geometry (same formula, charge and spin) is 148.9 kcal per mole. As for the multiplicity: 1. The charge is +1.

Q: The highest multiplicity belongs to which entry?
A: C47H42EuN3O2P2Te